Record 1
# C33H34N6O6

An isolated molecule of C33H34N6O6 (ωB97M-V with the def2-TZVPD basis set, OMol25).

XYZ file:
```
79
Properties=species:S:1:pos:R:3:lowdin_charge:R:1
C 5.441 4.892 -0.573 -0.07
C 4.071 4.615 -1.172 -0.22
H 3.548 5.544 -1.408 0.12
H 4.170 4.001 -2.072 0.12
O 3.208 3.948 -0.251 0.01
C 3.467 2.664 -0.051 -0.37
N 4.376 1.944 -0.638 0.19
C 4.225 0.687 -0.111 -0.21
C 4.920 -0.470 -0.420 0.00
C 4.549 -1.638 0.223 -0.08
C 3.520 -1.651 1.151 -0.03
C 2.819 -0.494 1.503 -0.05
C 3.177 0.690 0.851 -0.09
N 2.707 1.982 0.866 0.07
C 1.577 2.563 1.543 -0.07
C 0.256 2.293 0.864 -0.17
C -0.867 2.990 1.297 -0.01
C -2.095 2.794 0.700 -0.01
C -2.240 1.885 -0.347 -0.19
C -1.117 1.185 -0.775 -0.03
C 0.114 1.385 -0.175 -0.01
H 0.972 0.833 -0.535 0.11
H -1.210 0.470 -1.578 0.11
C -3.534 1.728 -1.030 -0.13
C -3.576 1.744 -2.421 -0.02
C -4.777 1.693 -3.103 -0.07
C -5.971 1.640 -2.402 -0.07
C -5.952 1.614 -1.021 -0.02
C -4.745 1.640 -0.329 -0.11
C -4.794 1.538 1.120 -0.32
N -5.633 2.156 1.929 0.07
N -5.350 1.733 3.152 -0.06
N -4.402 0.891 3.147 0.00
N -4.010 0.735 1.883 0.10
H -3.291 0.079 1.591 0.11
H -6.870 1.566 -0.455 0.11
H -6.912 1.618 -2.930 0.10
H -4.783 1.708 -4.183 0.10
H -2.649 1.825 -2.971 0.11
H -2.947 3.372 1.029 0.12
H -0.771 3.701 2.104 0.12
H 1.537 2.176 2.566 0.12
H 1.748 3.643 1.580 0.14
C 1.765 -0.579 2.524 -0.38
O 1.449 0.277 3.311 0.13
O 1.170 -1.803 2.501 0.04
C 0.008 -1.973 3.266 -0.33
C -0.163 -3.443 3.606 0.03
H -1.108 -3.581 4.123 0.10
H 0.653 -3.757 4.249 0.09
H -0.151 -4.035 2.695 0.08
O -1.119 -1.440 2.569 0.12
C -1.353 -1.721 1.289 -0.54
O -2.268 -1.184 0.718 0.11
O -0.524 -2.593 0.755 0.07
C -0.618 -2.869 -0.655 -0.28
C -0.933 -4.349 -0.850 -0.13
C -0.963 -4.680 -2.340 -0.19
C 0.368 -4.323 -2.996 -0.20
C 0.684 -2.844 -2.789 -0.19
C 0.716 -2.507 -1.301 -0.12
H 0.918 -1.445 -1.153 0.11
H 1.509 -3.068 -0.803 0.13
H 1.648 -2.600 -3.236 0.11
H -0.080 -2.238 -3.282 0.12
H 0.326 -4.547 -4.063 0.11
H 1.163 -4.928 -2.556 0.12
H -1.172 -5.742 -2.472 0.11
H -1.767 -4.117 -2.818 0.12
H -1.894 -4.583 -0.388 0.12
H -0.160 -4.939 -0.353 0.13
H -1.427 -2.254 -1.067 0.15
H 0.053 -1.347 4.168 0.17
H 3.253 -2.572 1.642 0.12
H 5.068 -2.558 0.000 0.10
H 5.717 -0.446 -1.145 0.11
H 6.038 5.460 -1.281 0.08
H 5.944 3.953 -0.360 0.07
H 5.344 5.463 0.347 0.08
```

electronic energy = -56000.36352 eV
structure (SMILES) = CCOc1nc2cccc(C(=O)O[C@H](C)OC(=O)OC3CCCCC3)c2n1Cc1ccc(-c2ccccc2-c2nnn[nH]2)cc1
charge = 0

***

Record 2
# C33H35AsF6NP2RuSb

A structure of composition C33H35AsF6NP2RuSb (ωB97M-V with the def2-TZVPD basis set, OMol25).

XYZ file:
```
80
Properties=species:S:1:pos:R:3:lowdin_charge:R:1
Ru -0.023 -0.086 0.064 0.61
C -1.453 -2.205 -2.092 -0.21
P -0.595 -0.558 -2.271 1.02
C -1.833 0.574 -2.938 -0.30
C -1.520 1.932 -2.943 -0.09
C -2.437 2.841 -3.425 0.02
C -3.688 2.407 -3.882 0.09
C -4.028 1.060 -3.822 0.04
C -3.078 0.138 -3.391 0.00
C 0.546 -0.706 -3.690 -0.36
C 0.960 -1.970 -4.136 -0.09
C 1.653 -2.112 -5.347 -0.04
C 2.006 -1.003 -6.115 -0.02
C 1.655 0.270 -5.635 -0.03
C 0.967 0.438 -4.423 -0.09
C -2.066 -2.219 -0.749 -0.29
C -3.293 -2.774 -0.288 0.06
C -3.407 -2.446 1.057 0.07
C -2.235 -1.723 1.384 -0.28
C -1.789 -1.213 2.706 -0.19
P -0.215 -0.239 2.408 0.99
C 1.018 -1.353 3.142 -0.37
C 1.926 -0.904 4.122 -0.07
C 2.802 -1.825 4.720 -0.03
C 2.767 -3.185 4.374 -0.02
C 1.839 -3.620 3.417 -0.04
C 0.983 -2.706 2.788 -0.12
C -0.037 1.293 3.354 -0.31
C 0.785 2.315 2.878 -0.06
C 0.845 3.535 3.552 0.04
C 0.045 3.749 4.657 0.08
C -0.786 2.734 5.129 0.04
C -0.752 1.463 4.547 0.00
N -1.416 -1.603 0.288 -0.10
H -0.680 -3.018 -2.109 0.12
H -2.199 -2.438 -2.875 0.11
H -0.613 2.271 -2.477 0.11
H -2.193 3.898 -3.380 0.14
H -4.395 3.111 -4.291 0.15
H -5.011 0.695 -4.101 0.14
H -3.308 -0.912 -3.346 0.11
H 0.720 -2.874 -3.595 0.09
H 1.894 -3.117 -5.654 0.12
H 2.596 -1.142 -7.015 0.13
H 1.917 1.163 -6.199 0.12
H 0.806 1.448 -4.054 0.10
H -3.988 -3.290 -0.918 0.13
H -4.219 -2.659 1.722 0.14
H -1.561 -2.027 3.428 0.13
H -2.573 -0.565 3.135 0.11
H 1.954 0.143 4.392 0.10
H 3.521 -1.459 5.442 0.12
H 3.390 -3.898 4.882 0.12
H 1.755 -4.662 3.141 0.12
H 0.345 -3.041 1.984 0.10
H 1.342 2.178 1.957 0.07
H 1.536 4.289 3.202 0.14
H 0.096 4.716 5.138 0.15
H -1.428 2.884 5.983 0.14
H -1.328 0.677 4.980 0.13
F -0.509 2.490 0.184 -0.42
Sb -2.439 2.631 0.625 1.44
F -2.846 1.076 -0.514 -0.35
F -2.555 3.890 -0.782 -0.32
F -2.409 1.499 2.202 -0.35
F -2.017 4.056 1.805 -0.33
F -4.267 2.832 0.881 -0.31
C 2.989 -1.795 0.072 -0.24
As 2.285 0.034 -0.140 0.98
C 3.465 1.039 1.061 -0.26
C 3.206 0.509 -1.820 -0.25
H 3.892 -1.867 -0.532 0.05
H 2.243 -2.513 -0.309 0.03
H 3.213 -1.999 1.125 0.03
H 4.477 0.651 0.862 0.06
H 3.187 0.895 2.101 0.01
H 3.439 2.100 0.776 0.05
H 4.271 0.610 -1.619 0.05
H 2.815 1.446 -2.198 0.03
H 3.035 -0.254 -2.590 0.03
```

multiplicity = 6
electronic energy = -141093.58184 eV
charge = +3

***

Record 3
# C33H35BO18

A cluster of 5 separate species, C33H35BO18 in total (ωB97M-V with the def2-TZVPD basis set, OMol25).

XYZ file:
```
87
Properties=species:S:1:pos:R:3:lowdin_charge:R:1
C -1.107 -4.407 -1.956 -0.09
C 0.022 -4.249 -3.011 -0.20
B 1.179 -3.261 -2.569 -0.11
C 1.102 -1.679 -2.727 -0.14
C 0.087 -1.066 -1.728 -0.20
C -0.791 0.066 -2.335 -0.16
C -2.256 -0.163 -1.874 -0.15
C -2.922 -1.063 -2.898 -0.17
O -3.945 -1.881 -2.289 0.00
C -4.328 -2.970 -2.972 -0.61
C -4.163 -3.072 -4.468 0.04
O -4.824 -3.826 -2.394 0.15
H -1.730 -5.277 -2.118 0.08
H -0.670 -4.372 -0.964 0.06
H -1.757 -3.540 -2.028 0.04
H 0.476 -5.228 -3.147 0.08
H -0.389 -3.913 -3.967 0.09
H 2.178 -3.755 -2.129 0.07
H 0.885 -1.434 -3.768 0.10
H 2.099 -1.312 -2.496 0.08
H -0.570 -1.836 -1.338 0.06
H 0.627 -0.619 -0.903 0.11
H -0.487 1.022 -1.928 0.11
H -0.770 0.053 -3.419 0.10
H -2.253 -0.600 -0.880 0.07
H -2.763 0.792 -1.774 0.12
H -3.380 -0.443 -3.664 0.13
H -2.151 -1.710 -3.306 0.12
H -5.013 -3.589 -4.886 0.09
H -4.076 -2.116 -4.967 0.08
H -3.301 -3.700 -4.669 0.09
C -0.840 -0.332 3.089 0.09
C -0.134 -1.133 2.286 -0.22
C -0.777 -1.909 1.177 -0.30
O -0.064 -2.603 0.472 0.07
C -2.216 -1.792 0.999 0.06
C -2.929 -0.991 1.805 -0.23
C -2.280 -0.195 2.900 -0.30
O -2.977 0.529 3.584 0.12
O -4.241 -0.848 1.682 0.12
O 1.183 -1.295 2.414 0.09
H -0.385 0.233 3.890 0.14
H -2.673 -2.368 0.204 0.14
H -4.511 -0.213 2.374 0.13
H 1.441 -1.924 1.710 0.13
C 2.814 3.617 1.910 0.08
C 3.749 4.324 2.556 -0.23
C 4.833 3.658 3.349 -0.32
O 5.670 4.349 3.901 0.09
C 4.834 2.206 3.428 0.08
C 3.897 1.495 2.787 -0.23
C 2.827 2.162 1.969 -0.31
O 2.014 1.465 1.391 0.10
O 3.859 0.166 2.834 0.11
O 3.780 5.654 2.535 0.12
H 2.031 4.087 1.333 0.14
H 5.611 1.739 4.016 0.14
H 3.089 -0.102 2.292 0.09
H 4.552 5.913 3.076 0.12
C -8.286 -0.681 0.136 0.07
C -7.530 -1.487 -0.623 -0.23
C -8.114 -2.271 -1.764 -0.30
O -7.357 -2.965 -2.415 0.12
C -9.545 -2.157 -2.020 0.08
C -10.297 -1.355 -1.258 -0.24
C -9.710 -0.552 -0.133 -0.32
O -10.451 0.172 0.507 0.10
O -11.607 -1.214 -1.444 0.11
O -6.228 -1.641 -0.434 0.11
H -7.879 -0.108 0.957 0.13
H -9.957 -2.738 -2.833 0.13
H -11.907 -0.579 -0.764 0.12
H -5.928 -2.275 -1.122 0.09
C 11.006 4.080 1.470 0.08
C 9.833 3.489 1.209 -0.24
C 8.575 3.891 1.920 -0.30
O 7.534 3.333 1.625 0.11
C 8.658 4.932 2.934 0.08
C 9.830 5.522 3.198 -0.23
C 11.085 5.140 2.469 -0.31
O 12.116 5.725 2.741 0.11
O 9.960 6.477 4.115 0.12
O 9.706 2.518 0.309 0.11
H 11.919 3.802 0.963 0.14
H 7.745 5.197 3.448 0.11
H 10.903 6.732 4.106 0.12
H 8.761 2.270 0.314 0.12
```

electronic energy = -72316.96563 eV
structure (SMILES) = O=C1C=C(O)C(=O)C=C1O.O=C1C=C(O)C(=O)C=C1O.O=C1C=C(O)C(=O)C=C1O.O=C1C=C(O)C(=O)C=C1O.CCBCCCCCOC(C)=O
charge = 0

***

The highest electronic energy belongs to which entry?
C33H34N6O6